C4H8P | ωB97M-V/def2-TZVPD

Output
**DFT total energy**: -498.1420 Eh
**Charge**: +1
**LUMO energy**: -4.49 eV

Each line ends with the natural charge from an NBO analysis.
Positions of all 13 atoms, in Å:
1 C 1.936 0.002 -0.783  -0.3838
2 C 1.068 -0.934 -1.280  -0.3924
3 C -1.037 1.097 -0.736  -1.0214
4 C -0.052 -0.744 1.591  -0.9337
5 P 0.281 0.099 -0.039  1.3686
6 H 2.915 0.305 -0.931  0.2701
7 H 1.046 -2.307 -2.011  0.3501
8 H -1.862 0.426 -1.001  0.2872
9 H -0.740 1.668 -1.668  0.2993
10 H -1.646 1.844 -0.207  0.3041
11 H 0.684 -0.205 2.396  0.2908
12 H 0.361 -1.698 1.425  0.2625
13 H -1.096 -0.791 2.008  0.2986